{"formula": "C15H28GaO6S", "method": "ωB97M-V with the def2-TZVPD basis set", "elements": ["Ga", "H", "H", "C", "C", "O", "C", "C", "H", "C", "H", "O", "H", "H", "H", "C", "O", "C", "H", "S", "H", "O", "C", "H", "H", "H", "H", "H", "C", "H", "H", "H", "H", "H", "H", "H", "C", "C", "C", "H", "H", "H", "C", "O", "H", "O", "H", "H", "C", "C", "H"], "positions_angstrom": [[-5.18, 4.29, -0.37], [2.99, -5.70, 0.24], [-3.24, 2.57, -0.30], [-3.31, 3.60, 0.10], [-1.38, -1.74, 3.31], [-0.98, 0.55, 2.96], [-1.89, -0.44, 2.75], [3.10, -4.73, 0.73], [-2.22, 5.46, -0.35], [-2.15, 4.39, -0.56], [3.78, -4.85, 1.58], [1.82, -4.30, 1.22], [0.94, -0.18, 2.82], [1.37, 0.94, -2.41], [0.58, 0.72, 4.31], [1.71, -2.96, 1.08], [3.59, -1.02, -4.98], [-0.28, -1.28, 4.25], [4.64, -3.59, -0.33], [-0.38, 2.17, -0.13], [0.52, -2.01, 4.39], [0.77, -2.34, 1.49], [2.93, -2.40, 0.40], [-5.43, 4.29, -1.98], [-1.38, 1.56, 0.57], [3.12, -3.81, -1.21], [-0.26, -0.84, -2.75], [-6.26, 3.24, 0.24], [0.19, 0.00, 3.59], [-2.17, -2.27, 3.84], [-0.01, 4.46, -0.72], [-0.23, -0.59, -4.49], [1.95, -1.90, -2.81], [-0.70, -1.06, 5.24], [-0.99, -2.35, 2.50], [-2.20, 4.27, -1.65], [0.38, -0.59, -3.59], [2.60, -0.66, -4.42], [1.56, -1.54, -3.77], [3.58, -1.95, 1.16], [-5.52, 5.74, 0.23], [-3.09, 3.52, 1.18], [3.55, -3.64, -0.22], [-2.91, -0.27, 2.16], [2.66, -1.66, -0.34], [2.27, 0.64, -4.25], [0.47, 1.57, -3.80], [1.32, -2.38, -4.41], [-0.72, 3.98, -0.04], [1.08, 0.74, -3.44], [-0.59, 4.37, 0.97]], "nbo_charge": [0.577, 0.198, 0.194, -0.856, -0.545, -0.489, 0.789, -0.071, 0.189, -0.402, 0.177, -0.486, 0.188, 0.196, 0.185, 0.802, -0.581, -0.426, 0.225, -0.159, 0.212, -0.578, -0.529, -0.336, 0.171, 0.213, 0.237, -0.332, -0.070, 0.228, 0.206, 0.209, 0.219, 0.201, 0.274, 0.191, -0.431, 0.789, -0.525, 0.239, -0.334, 0.188, -0.430, -0.555, 0.248, -0.487, 0.210, 0.238, -0.494, -0.076, 0.200], "energy_ha": -3362.7657, "gap_ha": 0.225, "total_charge": -1}